{"formula": "CH7NOSi", "method": "ωB97M-V with the def2-TZVPD basis set", "symbols": ["C", "N", "O", "Si", "H", "H", "H", "H", "H", "H", "H"], "positions_angstrom": [[-0.3840, 0.1472, 1.9356], [-0.3406, -1.0414, -0.2793], [-0.8020, 0.2347, 0.6102], [0.8261, -0.5754, -1.4266], [-0.5851, -0.7781, 2.4484], [-0.9224, 0.8753, 2.4292], [0.7308, 0.3161, 2.1532], [-1.1252, -1.4801, -0.6244], [1.1030, -1.8108, -2.2122], [0.6019, 0.5015, -2.4715], [2.1666, -0.5809, -0.8667]], "nbo_charge": [-0.25, -0.75, -0.41, 1.04, 0.18, 0.20, 0.16, 0.37, -0.18, -0.17, -0.18], "homo_lumo_gap_ev": 11.29, "lumo_energy_ha": 0.037, "e_above_lowest_kcal_mol": 23.6, "smiles": "CON[SiH3]", "e_tot_ev": -12562.634, "total_charge": 0, "homo_ha": -0.3780}